(1)
A molecular structure, C45H50BrILuN3O4P2S. Source: the Open Molecules 2025 dataset; level of theory: the ωB97M-V functional and the def2-TZVPD basis.

Cartesian coordinates (Å):
Lu -0.39 0.50 -0.10
C 3.54 1.97 0.10
P 2.36 0.83 -0.69
C 3.18 -0.80 -0.41
N 4.45 -0.88 -0.73
C 5.04 -2.10 -0.72
C 6.41 -2.22 -1.07
C 6.97 -3.46 -1.13
C 6.20 -4.63 -0.86
C 4.88 -4.53 -0.51
C 4.29 -3.25 -0.42
N 3.01 -3.14 0.01
C 2.47 -1.94 0.08
P 0.91 -1.78 1.05
C 0.08 -3.37 0.75
C 1.55 -1.95 2.81
C 2.16 -3.32 3.11
C 2.61 -0.85 3.02
C 0.36 -1.76 3.75
C 2.43 1.13 -2.55
C 3.49 0.32 -3.30
C 2.66 2.62 -2.82
C 1.04 0.71 -3.05
H 4.51 1.80 -0.34
H 3.59 1.76 1.17
H 3.23 3.00 -0.04
H 6.98 -1.32 -1.28
H 8.01 -3.57 -1.40
H 6.67 -5.60 -0.93
H 4.29 -5.41 -0.29
H 0.83 -4.16 0.73
H -0.45 -3.34 -0.20
H -0.65 -3.55 1.54
H 2.91 -3.63 2.38
H 1.39 -4.10 3.17
H 2.65 -3.27 4.09
H 3.58 -1.14 2.59
H 2.76 -0.68 4.09
H 2.32 0.11 2.57
H -0.39 -2.54 3.62
H -0.14 -0.80 3.61
H 0.71 -1.80 4.79
H 4.49 0.48 -2.91
H 3.48 0.65 -4.35
H 3.28 -0.75 -3.29
H 3.68 2.92 -2.56
H 1.96 3.27 -2.30
H 2.53 2.79 -3.90
H 0.77 -0.30 -2.72
H 1.00 0.70 -4.14
H 0.26 1.41 -2.72
O -5.75 6.72 1.10
C -4.71 5.96 1.49
O -4.16 6.18 2.53
C -4.25 4.85 0.58
C -4.35 4.89 -0.80
C -3.80 3.88 -1.59
C -3.15 2.82 -0.98
S -2.31 1.57 -1.91
C -3.09 2.77 0.41
C -3.62 3.77 1.19
H -6.16 6.38 0.30
H -4.82 5.74 -1.30
H -3.85 3.94 -2.68
H -2.57 1.93 0.85
H -3.53 3.76 2.27
Br 0.07 3.55 -0.29
C 0.47 4.42 1.35
C 0.87 5.74 1.27
C 1.11 6.44 2.44
C 0.95 5.82 3.67
C 0.56 4.49 3.74
C 0.31 3.80 2.57
I -0.23 1.79 2.78
H 0.97 6.22 0.30
H 1.41 7.48 2.39
H 1.13 6.37 4.59
H 0.43 4.01 4.71
C -4.33 -4.41 -1.07
O -4.19 -3.00 -0.86
C -3.66 -2.57 0.29
C -3.16 -3.43 1.27
C -2.67 -2.92 2.47
C -2.68 -1.56 2.71
C -3.16 -0.70 1.72
C -3.62 -1.19 0.51
N -4.13 -0.27 -0.46
C -3.71 -0.08 -1.75
C -2.94 -1.11 -2.50
C -3.46 -1.59 -3.70
C -2.78 -2.53 -4.46
C -1.54 -2.97 -4.03
C -0.99 -2.47 -2.86
C -1.68 -1.55 -2.09
O -1.12 -1.04 -0.96
H -4.84 -4.53 -2.01
H -4.91 -4.86 -0.27
H -3.35 -4.88 -1.13
H -3.17 -4.50 1.11
H -2.31 -3.61 3.23
H -2.35 -1.16 3.66
H -3.24 0.35 1.93
H -4.76 0.43 -0.10
H -4.47 0.40 -2.36
H -4.44 -1.24 -4.02
H -3.21 -2.91 -5.38
H -0.98 -3.69 -4.62
H 0.00 -2.79 -2.52

The HOMO-LUMO gap is 7.37 eV. For the total energy, the calculation gives -201303.9071 eV. Its charge is +2. For the HOMO energy, the calculation gives -12.9 eV. The value obtained for the LUMO energy is -5.498 eV.

These are the Mulliken partial charges, in e, on atoms 1 to 5:
1 Lu 0.3181
2 C -1.7230
3 P 0.9657
4 C -0.2190
5 N -0.1869

---

(2)
A molecular structure, C45H50BrIN3O3P2TeTi. Source: the Open Molecules 2025 dataset; level of theory: the ωB97M-V functional and the def2-TZVPD basis.

Cartesian coordinates (Å):
Ti -0.09 0.67 2.05
C 0.54 1.40 5.82
P 1.24 1.56 4.13
C 1.54 3.38 4.14
C 2.96 0.96 4.31
C 3.60 0.75 5.52
C 4.91 0.30 5.56
C 5.60 0.10 4.37
C 4.96 0.28 3.16
C 3.62 0.67 3.10
P 2.62 0.74 1.55
C 3.49 -0.47 0.45
C 3.29 2.29 0.81
H 0.54 0.35 6.13
H -0.50 1.74 5.76
H 1.08 2.01 6.54
H 0.60 3.87 4.36
H 1.89 3.71 3.17
H 2.28 3.63 4.90
H 3.07 0.93 6.45
H 5.40 0.13 6.51
H 6.64 -0.20 4.39
H 5.53 0.13 2.25
H 4.49 -0.70 0.81
H 3.56 -0.04 -0.55
H 2.92 -1.39 0.38
H 4.37 2.22 0.70
H 3.04 3.14 1.43
H 2.82 2.43 -0.17
I 1.96 -4.47 4.74
C 0.80 -2.92 3.98
C -0.53 -2.70 4.20
N -0.84 -1.58 3.53
N 0.22 -1.09 2.85
C 1.24 -1.90 3.15
H -1.25 -3.24 4.79
H -1.75 -1.15 3.37
H 2.23 -1.73 2.77
Br -3.23 6.16 -1.05
C -3.29 5.08 0.52
C -4.43 5.11 1.31
C -4.48 4.31 2.44
C -3.41 3.50 2.77
C -2.27 3.47 1.97
C -2.21 4.29 0.83
C -1.14 2.60 2.29
O -0.05 2.61 1.62
O -1.24 1.77 3.28
H -5.26 5.75 1.04
H -5.36 4.34 3.07
H -3.45 2.86 3.65
H -1.32 4.28 0.22
C 3.29 -2.52 -7.50
C 2.58 -2.10 -6.23
C 2.40 -2.98 -5.18
C 1.76 -2.59 -4.00
C 1.62 -3.61 -2.90
C 1.28 -1.28 -3.87
Te 0.65 -0.54 -1.82
N -0.29 0.29 0.08
C -1.56 0.45 0.34
O -1.94 0.03 1.51
C -2.53 1.15 -0.54
C -2.11 1.93 -1.61
C -3.03 2.65 -2.35
C -4.37 2.63 -2.00
C -4.79 1.88 -0.91
C -3.88 1.15 -0.18
C -1.01 -1.89 -1.83
C -1.14 -2.83 -0.80
C -0.16 -2.99 0.33
C -2.23 -3.71 -0.82
C -3.18 -3.68 -1.83
C -4.33 -4.65 -1.85
C -3.03 -2.73 -2.83
C -1.97 -1.84 -2.85
C -1.90 -0.85 -3.98
C 1.46 -0.39 -4.93
C 0.96 1.04 -4.89
C 2.10 -0.81 -6.10
H 3.64 -3.55 -7.43
H 4.14 -1.87 -7.69
H 2.61 -2.44 -8.35
H 2.79 -3.99 -5.26
H 2.21 -4.50 -3.13
H 0.58 -3.91 -2.78
H 1.96 -3.20 -1.95
H -1.05 1.99 -1.84
H -2.70 3.26 -3.18
H -5.09 3.21 -2.56
H -5.84 1.89 -0.61
H -4.18 0.58 0.69
H 0.53 -2.16 0.37
H 0.39 -3.92 0.22
H -0.70 -3.04 1.28
H -2.32 -4.44 -0.02
H -4.26 -5.36 -1.03
H -4.36 -5.20 -2.79
H -5.28 -4.11 -1.76
H -3.77 -2.68 -3.62
H -2.89 -0.74 -4.44
H -1.20 -1.20 -4.74
H -1.57 0.12 -3.62
H 0.67 1.31 -3.88
H 0.10 1.17 -5.55
H 1.74 1.73 -5.22
H 2.23 -0.10 -6.91

Its spin multiplicity is 2. As for the energy relative to the best compared isomer or geometry (same formula, charge and spin): 64.6 kcal/mol. The HOMO-LUMO gap (alpha / beta) is 6.08 / 5.99 eV. For the total energy, the calculation gives -185220.7028 eV. Its charge is 0. For the HOMO energy (alpha / beta), the calculation gives -6.0 / -6.0 eV. The value obtained for the LUMO energy (alpha / beta) is 0.060 / -0.041 eV.

These are the Mulliken partial charges, in e, on atoms 1 to 5:
1 Ti -1.6458
2 C -1.8549
3 P 2.1924
4 C -1.5543
5 C 0.2994